[1]
Below is a molecular structure, C16H16Cl2N7OSZn, with properties calculated with wB97M-V/def2-TZVPD.

Structure (XYZ):
```
44
C16H16Cl2N7OSZn, DFT wB97M-V/def2-TZVPD
Zn -0.1928 -0.3103 0.3402
Cl -4.9551 1.2968 1.2240
Cl 0.4231 1.7588 1.9286
S -2.1105 -0.1498 1.4554
O -0.7371 0.3661 -1.5638
N -2.9662 0.2105 -1.8007
N 0.2032 -2.3674 0.9335
N 3.6298 -1.9431 0.0081
N 3.8920 0.2333 -0.9425
N 5.6818 -1.1496 -0.6270
N 1.7690 -0.5169 -0.2105
N 2.0333 1.5317 -1.2389
C 4.3735 -0.9355 -0.5184
C 2.5875 0.3989 -0.7912
C 1.9462 -3.9999 0.9793
C -3.5085 2.2437 1.3441
C -0.2511 -4.5545 1.7444
C -1.2548 3.8303 1.6234
C -1.7142 1.4981 -3.4255
C 1.0592 -4.9319 1.5041
C -1.1581 2.4524 1.6377
C -0.6388 -3.2579 1.4492
C -3.6268 3.6244 1.3360
C -1.7740 0.6463 -2.1882
C 2.3604 -1.6721 0.1370
C 1.4709 -2.7316 0.7092
C -2.5012 4.4153 1.4620
C -2.2666 1.6058 1.4655
H 6.0707 -2.0234 -0.3204
H -2.1957 2.4599 -3.2294
H -0.6811 1.6641 -3.7128
H -1.6502 -2.9126 1.6426
H -2.5949 5.4928 1.4570
H 2.9810 -4.2328 0.7806
H 6.2712 -0.4331 -1.0131
H -3.0353 -0.2395 -0.8866
H -4.6080 4.0695 1.2425
H -3.7920 0.5006 -2.2907
H -0.3682 4.4363 1.7560
H 1.3906 -5.9372 1.7264
H 2.6219 2.1895 -1.7187
H -2.2458 1.0170 -4.2470
H -0.9695 -5.2471 2.1597
H 1.0311 1.6043 -1.3211
```

charge = +1
LUMO energy = -3.2 eV
frontier orbital gap = 7.544 eV
highest occupied orbital energy = -0.3967 Ha

Atom charges from the Mulliken analysis, given in e for atoms 1 to 2: number 1, Zn, carries 0.6133; number 2, Cl, carries -0.1875

[2]
Below is a molecular structure, C4H5ClN2, with properties calculated with wB97M-V/def2-TZVPD.

Structure (XYZ):
```
12
C4H5ClN2, DFT wB97M-V/def2-TZVPD
Cl 2.3760 0.1618 1.0072
N 0.7111 2.1608 0.3671
N -0.0065 -1.3514 0.8505
C 0.8348 0.9809 0.5914
C -0.2905 -0.0035 0.6161
C -0.8748 -0.3956 -0.8182
C -0.3875 -1.7243 -0.3192
H -0.4852 -0.0926 -1.8316
H -1.9856 -0.2535 -0.7879
H 1.4740 2.7324 -0.0626
H -1.1170 0.5034 1.1590
H -0.2489 -2.7184 -0.7716
```

charge = 0
LUMO energy = 0.9 eV
frontier orbital gap = 10.837 eV
highest occupied orbital energy = -0.3662 Ha

Atom charges from the Mulliken analysis, given in e for atoms 1 to 2: number 1, Cl, carries -0.2073; number 2, N, carries -0.5065

[3]
Below is 2 unconnected molecules or ions with the total composition C2H4O2S, with properties calculated with wB97M-V/def2-TZVPD.

Structure (XYZ):
```
9
C2H4O2S, DFT wB97M-V/def2-TZVPD
S 0.5131 1.9019 -0.4770
O -0.8599 -0.2950 1.9081
O 0.3726 2.7690 0.7441
C 0.2808 0.3362 -0.2595
C 0.1546 -0.9059 -0.9834
H -0.7428 -0.9916 -1.5243
H 1.0367 -1.2616 -1.6068
H -0.9706 0.3379 2.5949
H 0.2155 -1.8908 -0.3961
```

charge = 0
⟨S²⟩ = 2.031
LUMO energy (spin up / spin down) = 0.2 / -2.4 eV
spin multiplicity = 3
frontier orbital gap (spin up / spin down) = 8.960 / 6.866 eV
highest occupied orbital energy (spin up / spin down) = -0.3237 / -0.3397 Ha

Atom charges from the Mulliken analysis, given in e for atoms 1 to 2: number 1, S, carries 0.2183; number 2, O, carries -0.3270

[4]
Below is a molecular structure, C44H42KN8O7S3, with properties calculated with wB97M-V/def2-TZVPD.

Structure (XYZ):
```
105
C44H42KN8O7S3, DFT wB97M-V/def2-TZVPD
K 0.0441 -0.2800 -1.5938
S 3.8854 -1.2223 4.2129
S -2.0431 -4.0681 -3.8296
S 1.9080 2.5390 -0.0828
O -2.3506 0.2756 -2.7897
O 2.5395 -1.8661 4.2405
O 1.3165 -1.7142 -3.1364
O -1.2869 4.6025 -3.0980
O -0.4135 -2.9003 -2.3897
O -0.3316 2.3533 2.9189
O 0.9630 1.4229 0.3436
N 0.8256 -4.3500 1.2562
N -2.9541 1.3847 -4.6855
N 0.5030 -2.2131 0.6753
N -1.3049 2.4811 3.4718
N -4.8361 -1.1554 0.7444
N -1.4799 2.3384 -3.0685
N -4.4531 -0.7877 -1.4188
N -2.6670 -2.9939 0.9221
C -5.7620 1.3031 -1.6827
C 1.6477 -4.0297 -6.5669
C 0.9536 4.0518 0.1376
C -6.6959 2.1171 -1.0483
C -5.2995 0.2147 -0.9824
C -3.1917 -2.6458 -0.3853
C 2.5505 2.4862 2.7398
C 1.8768 -2.5039 0.7944
C -1.5395 -3.8258 1.0061
C 4.2681 -2.2538 0.9069
C -2.8689 2.5286 -5.4342
C -1.6122 3.5640 -3.6635
C 3.2432 -0.2771 6.7169
C 3.5273 0.3158 7.9481
C -0.0784 -3.3051 0.9802
C 5.5160 0.0773 6.0953
C -0.5043 6.4468 0.1418
C 3.3072 -4.3747 1.4735
C 0.4530 -2.5853 -3.2832
C 4.2417 -0.4074 5.7822
C -5.5404 -0.0154 0.3611
C -1.1011 5.2735 -0.2109
C -2.2180 1.3115 -3.4861
C 0.5113 -4.7588 -6.9009
C 2.3275 1.0349 3.2412
C -6.9928 1.8443 0.3119
C 2.9854 -1.7303 0.6159
C 0.8494 6.4712 0.3953
C -6.4716 0.7733 1.0106
C 2.0682 -3.8222 1.1870
C -0.6140 -4.1034 -4.8721
C 0.4990 -3.3752 -4.5474
C 3.0533 2.6876 1.3310
C 1.5635 5.3122 0.3778
C 4.7894 0.6871 8.2886
C -0.6038 -4.8646 -6.0628
C 3.6635 0.3066 3.2302
C 5.7951 0.5458 7.3685
C 4.4265 -3.5774 1.2854
C -2.2127 3.5977 -4.9947
C -3.7795 0.2091 -5.0738
C -4.2058 -1.5479 -0.3271
C -0.4134 4.0488 -0.1991
C 1.6243 -3.2736 -5.3947
H 3.2794 2.9329 3.4261
H 2.6244 5.4169 0.4858
H 2.8512 -0.7072 0.3366
H 6.2899 0.0574 5.3626
H -3.7413 -0.5870 -2.1252
H -1.5149 -4.5294 0.1686
H -2.4004 -2.3554 -1.1425
H 1.5642 2.9625 2.8801
H 1.7730 1.0783 4.1579
H -2.7116 -2.2414 1.6135
H 2.5275 -4.0381 -7.1602
H -3.2900 2.6219 -6.4243
H -1.0818 7.3039 0.1246
H -5.4662 1.4842 -2.7279
H -4.1871 0.5507 -6.0330
H 3.5370 3.6880 1.2233
H 3.8072 1.9372 1.1397
H -1.4095 -5.5588 -6.3758
H 4.4840 0.9871 3.5145
H 5.1238 -1.6255 0.7501
H 3.3135 -5.3663 1.9130
H 1.6220 0.4447 2.6844
H -4.5648 0.1190 -4.3827
H -3.6613 -3.5601 -0.7534
H 5.4240 -3.9865 1.4129
H -0.9267 3.1925 -0.6168
H -2.1002 5.2583 -0.6142
H 4.9815 1.1122 9.2579
H 2.7658 0.3387 8.6668
H -2.1877 4.5203 -5.6431
H -1.5635 -4.4342 1.8988
H 3.8359 -0.1604 2.2691
H -6.7979 0.5606 2.0225
H -7.7462 2.4083 0.8321
H 0.5431 -5.4248 -7.7692
H 6.8088 0.8023 7.6482
H -7.1696 2.9166 -1.6273
H 0.6585 -5.3063 1.4681
H 1.3438 7.4012 0.6080
H -3.2561 -0.6932 -5.1848
H 2.4764 -2.7032 -5.0403
H 2.2413 -0.5961 6.4513
```

charge = -1
LUMO energy (spin up / spin down) = 1.8 / 1.9 eV
frontier orbital gap (spin up / spin down) = 7.004 / 7.376 eV
highest occupied orbital energy (spin up / spin down) = -0.1929 / -0.2013 Ha

Atom charges from the Mulliken analysis, given in e for atoms 1 to 2: number 1, K, carries 0.6827; number 2, S, carries 0.5242